Computed, not measured: a cluster of 2 separate species, H5N2O3PS in total at a distorted geometry, with ωB97M-V/def2-TZVPD.

Its HOMO-LUMO gap is 10.17 eV. For the total energy, the calculation gives -29328.2879 eV. Its spin multiplicity is 1. The charge is 0.

Bonds (Å) are listed after each position.
CARTESIAN COORDINATES (ANGSTROEM)
1 N 2.19 -0.12 0.38  N2 1.211, H8 0.973
2 N 2.01 0.17 -0.78  N1 1.211, H10 1.175
3 O -1.68 -0.72 1.97  P6 1.610, H11 0.929
4 O -0.58 0.89 0.30  P6 1.566, H12 0.997
5 O 0.07 -1.65 0.39  P6 1.483
6 P -0.98 -0.61 0.53  O3 1.610, O4 1.566, O5 1.483, S7 2.109
7 S -2.63 -0.79 -0.77  P6 2.109, H9 1.400
8 H 2.76 -0.86 0.67  N1 0.973
9 H -3.43 0.16 -0.13  S7 1.400
10 H 2.59 -0.52 -1.53  N2 1.175
11 H -2.18 -1.51 1.89  O3 0.929
12 H 0.30 1.08 -0.13  O4 0.997